10 unconnected molecules or ions with the total composition C35H90N5O30P5 in a non-equilibrium geometry. Source: the Open Molecules 2025 dataset; level of theory: ωB97M-V/def2-TZVPD.

Spin multiplicity = 2
Charge = -1
Gap between HOMO and LUMO (alpha / beta) = 1.82 / 5.41 eV
E_tot = -153072.1243 eV
E_HOMO (alpha / beta) = -0.580 / -4.175 eV

Geometry as XYZ:
```
165
Properties=species:S:1:pos:R:3:forces:R:3
C 2.22232 5.89008 -4.67514 -1.4812 -0.7961 0.4774
C 0.82417 6.37622 -4.15935 1.8152 -0.9734 -0.8803
O 0.88604 6.19061 -2.73498 -1.4253 1.3063 1.3324
P -0.46567 6.41204 -1.83641 0.5307 -0.9847 -0.5265
O -1.67649 5.83295 -2.48836 1.1653 0.8778 1.0165
O -0.47440 8.02588 -1.58578 -0.5483 -1.5076 -0.0314
C -1.61511 8.61298 -0.91858 0.4073 0.5580 1.3860
C -1.54588 8.38475 0.60324 -0.1240 -0.1483 0.2074
O -0.05701 5.78884 -0.38092 -1.0973 1.9460 -0.9887
C 0.21774 4.41217 -0.13796 0.9384 -1.1076 -1.4843
C 1.65945 4.21983 -0.56970 0.4237 -0.2343 -0.3626
H 3.05389 6.38753 -4.17602 -0.1446 -0.0276 -0.0901
H 2.18906 4.82829 -4.43104 0.7255 -0.0678 0.1750
H 2.31243 5.91049 -5.76122 -0.0784 0.4497 0.0019
H 0.71346 7.39448 -4.53218 -0.6813 0.2063 0.7072
H 0.06240 5.67742 -4.50500 -0.1765 0.4498 -0.3864
H -1.53038 9.69449 -1.02462 0.3393 -0.0264 -0.4688
H -2.58564 8.36453 -1.34804 0.2359 -0.6144 -0.1471
H -2.22051 9.06518 1.12284 -0.3107 0.0157 -0.1712
H -1.75795 7.37553 0.95621 -0.1509 -0.0624 -0.3581
H -0.56873 8.62179 1.02406 0.2490 0.0696 -0.4194
H 0.09002 4.11370 0.90257 -0.2070 0.7341 0.1840
H -0.45427 3.78325 -0.72187 -0.1965 0.0312 -0.0768
H 2.22992 5.01976 -0.09772 0.3804 -0.3571 0.3619
H 2.06758 3.21956 -0.42481 -0.0033 0.0981 0.6039
H 1.84190 4.38438 -1.63164 -0.4990 0.0666 -0.0154
C -2.94519 -0.08257 -0.86485 1.0866 -0.7512 1.3528
C -3.73449 0.30848 -2.04789 -0.2681 0.6927 -0.0359
O -3.04938 1.44288 -2.69453 -0.6823 -1.0201 -0.9886
P -2.80872 1.39812 -4.29049 1.0910 1.9533 1.1733
O -3.52031 0.36818 -5.01529 -0.0579 -1.1245 -0.6363
O -3.22891 2.88929 -4.70045 0.2197 -0.0764 -0.4172
C -3.37574 3.31307 -6.08636 -1.1278 -0.1551 0.3655
C -4.84612 3.14987 -6.57470 0.6085 0.2683 -0.8225
O -1.19400 1.42348 -4.40121 -2.5323 -1.7627 -1.0120
C -0.50316 2.24225 -3.51403 2.0784 1.1448 0.0643
C 0.98413 2.12489 -3.85738 -0.2559 -1.0430 0.4347
H -3.08735 -1.13555 -0.62171 -0.3461 -0.1727 0.0158
H -1.87073 -0.03687 -1.04247 0.0019 0.3142 -0.1071
H -3.16048 0.46194 0.05452 0.0289 0.2933 -0.1606
H -3.88224 -0.58709 -2.65141 0.1919 0.5382 -0.7656
H -4.71690 0.65621 -1.72841 -0.0735 0.1326 -0.2936
H -3.08333 4.36098 -6.15324 -0.1630 0.0638 0.6193
H -2.68502 2.83774 -6.78283 0.0008 -0.6113 0.2940
H -5.66120 3.18711 -5.85196 0.5431 0.0361 0.4447
H -5.01528 3.98227 -7.25778 -0.1460 0.1343 -0.1047
H -4.99637 2.26149 -7.18814 0.1762 -0.2196 0.2764
H -0.86829 3.25825 -3.66406 0.0000 0.2505 0.4228
H -0.62944 1.91887 -2.48079 -0.2582 0.0714 0.0234
H 1.26604 1.07587 -3.76690 -0.0631 -0.2330 0.3417
H 1.25555 2.29014 -4.90003 -0.1724 0.8769 0.0997
H 1.59875 2.61447 -3.10197 0.2177 0.3289 -0.4342
C 7.86518 -1.21540 -1.08845 -0.7127 0.3404 -0.8353
C 7.40475 -1.73534 0.25351 0.6898 1.8568 -0.3268
O 6.95590 -3.07055 0.12095 -2.2374 -1.9653 0.9011
P 5.36615 -3.39599 0.38317 1.1144 -1.8925 0.9087
O 4.44451 -2.61512 -0.41925 -0.6335 0.3346 -0.5307
O 5.19706 -5.04722 0.13502 1.2843 2.8651 3.1208
C 4.94708 -5.68114 -1.07253 1.5135 1.1675 -1.6861
C 6.28041 -5.58436 -1.96522 -1.5161 -0.8415 0.4255
O 5.12063 -3.24594 2.00597 0.4423 -0.5720 -2.2087
C 3.74570 -3.21659 2.47815 -0.1508 -0.5505 0.5977
C 3.32373 -1.79867 2.72979 -0.0590 0.5446 -0.1232
H 6.97605 -0.85321 -1.60455 -0.0342 -0.4557 -0.5968
H 8.44123 -0.29085 -1.12694 0.2687 -0.0720 0.8230
H 8.42333 -1.97631 -1.63397 -0.1471 -0.0977 -0.0825
H 8.25974 -1.65029 0.92423 -0.3109 -0.6014 0.5754
H 6.58287 -1.10225 0.58790 0.1212 0.0903 0.2935
H 4.63208 -6.68813 -0.79895 0.1316 -0.0518 -0.3981
H 4.12892 -5.09615 -1.49265 -0.1220 -0.4829 -0.7712
H 6.54837 -4.54826 -2.17212 -0.1618 -0.0217 0.1642
H 7.11303 -6.08856 -1.47469 -0.0777 0.1639 0.3129
H 6.15863 -6.10717 -2.91387 -0.2329 0.0772 -0.1361
H 3.04091 -3.80821 1.89390 0.2761 0.2158 -0.6998
H 3.77445 -3.76819 3.41784 0.1386 0.0933 0.1391
H 3.96196 -1.43368 3.53448 -0.0438 0.4048 -0.1033
H 3.41125 -1.17259 1.84184 0.4296 -0.0467 -0.1121
H 2.28196 -1.66665 3.02201 -0.0195 -0.5514 0.2893
C 0.29012 -1.65669 -1.77463 1.3166 -1.0145 0.5854
C 1.37413 -2.78858 -1.74604 -0.9853 0.7328 1.2345
O 1.05406 -3.92409 -2.55491 -1.1296 -1.1690 -0.7852
P -0.44624 -4.54252 -2.45221 0.0020 0.6875 0.7004
O -1.12351 -4.36968 -1.11606 0.9247 -0.5539 -2.3300
O -1.16081 -3.83254 -3.73079 -0.0397 0.4013 1.9169
C -2.36444 -3.00828 -3.47778 -0.7109 -0.8185 -0.9325
C -3.45399 -3.87639 -4.11690 0.1757 -0.0808 0.0487
O -0.29957 -6.08954 -2.90654 -1.5287 2.2113 1.6613
C 0.60050 -6.44910 -3.89652 1.8452 -1.1762 0.5932
C 1.97290 -6.70424 -3.25156 0.3957 0.3776 -0.7886
H 0.12714 -1.27617 -2.78297 0.1080 0.1372 0.0799
H -0.64538 -1.98498 -1.32168 0.0393 -0.0982 -0.1869
H 0.71484 -0.91542 -1.09770 -0.1633 0.4961 -0.2717
H 2.37139 -2.38444 -1.91996 -0.1010 -0.2930 -0.9031
H 1.48998 -3.23502 -0.75843 -0.2988 0.4858 0.4827
H -2.58956 -2.83281 -2.42581 0.4908 -0.3746 0.1279
H -2.26047 -2.02742 -3.94167 0.3503 -0.1982 -0.2956
H -3.17325 -4.11495 -5.14275 0.0183 0.1490 -0.0366
H -3.42847 -4.81880 -3.56980 -0.2616 -0.0848 0.0225
H -4.47641 -3.49885 -4.13172 0.1320 0.3202 0.2294
H 0.32258 -7.45261 -4.21874 -0.5903 0.3260 -0.6055
H 0.61990 -5.69512 -4.68343 0.1624 -0.2951 -0.2365
H 2.45953 -5.79109 -2.90884 0.0039 -0.0553 -0.3309
H 1.98461 -7.38584 -2.40105 -0.6178 -0.1161 -0.0758
H 2.53601 -7.18957 -4.04873 0.5639 0.1274 0.0886
C -3.42337 -0.47336 3.59699 -1.1482 0.6935 -0.0839
C -3.42481 -1.61396 4.59544 1.1156 0.3855 -0.8073
O -3.91403 -2.80900 3.97277 -1.1630 -1.7177 0.7721
P -4.78335 -3.90569 4.84117 1.1184 -0.8042 0.3488
O -4.82340 -5.31576 4.32020 -0.1679 2.7399 0.2525
O -6.18306 -3.10823 5.05924 0.8450 -0.9297 -0.1372
C -7.22299 -3.29122 4.08757 -0.8834 1.2140 -1.4309
C -7.09992 -2.40169 2.78739 0.6492 -0.9773 0.3386
O -4.12533 -3.85008 6.32666 -0.9208 0.5103 -0.4240
C -3.14922 -4.77903 6.83333 1.5079 -0.6095 -0.9269
C -1.83921 -4.59361 6.08223 0.6073 0.2290 -0.5152
H -4.46104 -0.22129 3.37836 -0.2837 0.1744 0.2113
H -2.99545 0.39209 4.10294 0.1219 0.1007 -0.0812
H -3.01330 -0.52702 2.58849 0.7445 -0.7870 0.3636
H -2.39502 -1.81324 4.89195 -0.0201 -0.0914 0.2484
H -3.99058 -1.28090 5.46554 -0.2079 -0.4109 0.0046
H -7.33666 -4.32846 3.77245 0.5509 -0.1007 0.0568
H -8.18820 -3.05545 4.53578 0.2997 0.2048 0.5825
H -6.98450 -1.31901 2.83803 -0.1668 -0.0272 0.8674
H -6.21873 -2.73037 2.23641 -0.0143 -0.1430 -0.1682
H -7.97275 -2.58444 2.16059 -0.0456 -0.1770 0.0467
H -2.91056 -4.60564 7.88265 -0.9578 0.2595 0.0647
H -3.44299 -5.81228 6.64845 -0.5557 0.1165 0.3224
H -1.49021 -3.56351 6.15423 -0.3556 0.2490 -0.4795
H -0.93502 -5.11171 6.40177 -0.4356 -0.6114 0.7381
H -1.95282 -4.95627 5.06063 -0.0781 0.5444 -0.2601
C -1.12030 4.10643 6.46154 0.5352 -1.1128 0.0432
N 0.19181 3.27213 6.63107 1.1298 -0.0625 -0.7520
O 1.14205 3.86351 7.10780 -0.6816 0.3259 0.2458
O 0.31244 2.11402 6.21186 -1.4927 1.5503 0.4461
H -1.77701 3.44571 5.89560 -0.0852 0.3522 0.1477
H -0.92232 5.05697 5.96618 0.4534 -0.4800 -0.2993
H -1.50080 4.38830 7.44331 0.1265 -0.5704 0.0837
C 1.68858 6.62773 3.46610 1.2107 -0.7123 0.3661
N 0.55174 5.66622 3.46390 2.5161 -1.0948 0.6346
O 0.74729 4.48562 3.79997 -0.4284 1.5352 -0.4742
O -0.47278 6.17667 3.18299 -2.7541 0.1217 -0.4520
H 1.79301 6.93920 4.50542 -0.2576 0.3529 -0.1008
H 1.49854 7.43466 2.75838 -0.1132 -0.2290 0.2896
H 2.61334 6.08858 3.26059 -0.1875 -0.0358 -0.3051
C 4.09840 0.64197 -0.91862 0.5661 0.5808 0.1553
N 4.88507 1.41005 -1.87258 -1.3625 -1.8828 2.4212
O 6.13801 1.34573 -1.89798 2.4071 -0.3438 0.1037
O 4.18711 2.09476 -2.63028 -1.8141 2.4492 -2.8383
H 4.65062 0.60637 0.02047 0.0905 -0.3086 0.2082
H 3.87109 -0.36563 -1.26672 0.0281 -0.1968 -0.0436
H 3.17749 1.20227 -0.75706 -0.0030 -0.1801 -0.0362
C -1.04506 -3.53476 1.80395 0.0031 0.2117 0.5180
N -0.13056 -3.21684 2.92780 0.7282 -1.1604 0.2697
O -0.05489 -2.06765 3.28232 -0.0857 0.5771 0.3747
O 0.50443 -4.13334 3.43971 -0.3001 0.4004 -0.2660
H -1.05048 -4.61868 1.68913 -0.0858 0.3791 -0.2506
H -0.67743 -2.97103 0.94653 -0.1219 -0.2812 -0.0501
H -1.98300 -3.11166 2.16362 -0.2207 -0.2459 -0.4068
C 0.68762 0.96793 3.20401 -0.1632 0.0608 -0.4851
N 0.56222 0.61086 1.73950 -0.2067 -0.4378 -0.7401
O 1.44014 0.96960 0.96784 -0.4173 -0.0163 0.9765
O -0.41854 -0.02825 1.37424 0.3087 0.5192 0.4331
H 1.66449 0.61313 3.53256 -0.1467 0.1540 -0.0322
H -0.13250 0.51473 3.76089 0.2189 -0.0784 -0.2854
H 0.61464 2.05481 3.24235 0.2121 -0.0823 0.0667
```
Forces are in eV/Å.